[1]
Below is a molecular structure, C15H20FOPb, with properties calculated with wB97M-V/def2-TZVPD.

As for the energy above the lowest of the compared OMol25 structures with the same formula, charge and spin: 7.26 kcal/mol. The total charge is -1.

Element x y z (Å)
Pb -0.10 0.05 -0.01
C -0.38 -2.38 0.08
C -1.22 -1.89 -1.00
C -0.36 -1.37 -2.04
H -2.32 -1.85 -0.99
C 1.01 -1.53 -1.61
C 1.00 -2.17 -0.31
H 1.89 -2.43 0.30
H -0.74 -2.78 1.05
H -0.70 -0.91 -2.98
H 1.91 -1.21 -2.17
C 0.46 0.99 2.20
C 1.41 -0.08 2.01
C 2.26 0.26 0.88
H 1.45 -1.02 2.59
C 1.82 1.54 0.36
C 0.69 1.99 1.17
H 0.08 2.89 1.01
H -0.36 1.00 2.93
H 3.07 -0.36 0.45
H 2.26 2.07 -0.50
O -0.72 1.54 -1.49
C -0.23 2.36 -2.59
C -1.65 2.38 -3.22
C 0.85 1.67 -3.37
C 0.20 3.70 -2.02
C -2.13 1.66 -1.97
H -1.70 1.77 -4.12
H -2.05 3.37 -3.36
H -2.69 2.25 -1.24
H -2.58 0.66 -2.11
H 1.13 2.30 -4.23
H 0.52 0.69 -3.74
H 1.76 1.53 -2.75
H 0.06 4.48 -2.80
H 1.27 3.69 -1.74
H -0.40 3.97 -1.14
F -1.89 -0.11 0.92

Löwdin population analysis, charges in e, atoms 1 to 8:
1 Pb 1.25
2 C -0.24
3 C -0.26
4 C -0.27
5 H 0.09
6 C -0.25
7 C -0.26
8 H 0.09

[2]
Below is 9 unconnected molecules or ions with the total composition C42H48F6O3S3, with properties calculated with wB97M-V/def2-TZVPD.

As for the energy above the lowest of the compared OMol25 structures with the same formula, charge and spin: 0.00 kcal/mol. The total charge is 0.

Element x y z (Å)
F 7.11 -1.06 3.18
C 6.18 -0.69 2.28
C 6.44 -0.84 0.94
C 5.47 -0.45 0.03
C 4.25 0.05 0.46
C 4.00 0.19 1.82
C 4.96 -0.21 2.74
H 7.41 -1.20 0.61
H 5.64 -0.53 -1.04
H 3.50 0.28 -0.28
H 3.06 0.59 2.15
H 4.81 -0.06 3.80
F -2.09 2.93 -7.40
C -1.83 1.83 -6.66
C -2.13 0.59 -7.19
C -1.88 -0.54 -6.42
C -1.31 -0.41 -5.17
C -1.03 0.84 -4.65
C -1.32 1.98 -5.39
H -2.60 0.48 -8.16
H -2.13 -1.52 -6.80
H -1.00 -1.29 -4.61
H -0.54 0.94 -3.69
H -1.21 2.98 -5.00
F -3.48 -2.05 2.38
C -4.07 -2.58 3.48
C -3.63 -2.20 4.72
C -4.26 -2.72 5.85
C -5.32 -3.61 5.71
C -5.78 -3.93 4.44
C -5.15 -3.42 3.31
H -2.76 -1.56 4.85
H -3.90 -2.42 6.82
H -5.84 -4.00 6.57
H -6.65 -4.56 4.31
H -5.43 -3.69 2.30
F 1.14 -2.34 6.65
C 0.98 -2.58 5.33
C 2.01 -2.22 4.47
C 1.87 -2.50 3.12
C 0.72 -3.11 2.65
C -0.32 -3.39 3.52
C -0.17 -3.17 4.89
H 2.87 -1.71 4.89
H 2.69 -2.21 2.47
H 0.64 -3.35 1.60
H -1.27 -3.76 3.15
H -0.98 -3.40 5.57
F -1.70 5.26 -1.43
C -2.27 4.05 -1.27
C -2.86 3.42 -2.34
C -3.36 2.14 -2.17
C -3.34 1.51 -0.93
C -2.72 2.16 0.13
C -2.16 3.42 -0.04
H -2.89 3.90 -3.31
H -3.72 1.65 -3.07
H -3.78 0.53 -0.85
H -2.67 1.75 1.13
H -1.58 3.91 0.73
F -1.25 -1.19 -1.39
C -0.62 -0.46 -0.44
C -0.97 -0.64 0.89
C -0.40 0.16 1.86
C 0.48 1.16 1.49
C 0.82 1.35 0.16
C 0.29 0.50 -0.80
H -1.62 -1.48 1.08
H -0.68 0.03 2.90
H 0.97 1.77 2.24
H 1.55 2.08 -0.15
H 0.55 0.61 -1.85
C 3.52 4.06 1.11
S 2.12 5.13 1.37
O 2.65 6.50 1.57
C 1.50 5.07 -0.32
H 4.10 4.09 2.03
H 4.13 4.34 0.26
H 3.17 3.03 1.00
H 2.35 5.07 -1.00
H 0.89 5.95 -0.50
H 0.89 4.18 -0.48
C -3.22 -3.45 -0.69
S -1.75 -4.17 0.06
O -2.22 -5.12 1.10
C -1.38 -5.26 -1.32
H -3.57 -2.68 0.00
H -3.97 -4.24 -0.77
H -2.97 -2.93 -1.61
H -2.33 -5.67 -1.66
H -0.74 -6.05 -0.95
H -0.87 -4.71 -2.12
C 4.38 1.52 -4.00
S 2.93 2.03 -3.10
O 3.37 2.56 -1.80
C 2.45 3.42 -4.10
H 5.18 2.23 -3.81
H 4.11 1.45 -5.05
H 4.68 0.54 -3.63
H 3.22 4.18 -4.09
H 1.54 3.80 -3.62
H 2.13 3.10 -5.09

Löwdin population analysis, charges in e, atoms 1 to 8:
1 F 0.06
2 C -0.29
3 C -0.01
4 C -0.07
5 C -0.09
6 C -0.09
7 C -0.01
8 H 0.12

[3]
Below is C2H3ClF2O in the gas phase, with properties calculated with wB97M-V/def2-TZVPD.

As for the energy above the lowest of the compared OMol25 structures with the same formula, charge and spin: 24.93 kcal/mol. Its structure (SMILES) is COC(F)(F)Cl. The total charge is 0.

Element x y z (Å)
C 0.15 -0.12 -0.32
O -0.01 0.54 -1.50
C -1.27 0.01 -2.38
F -1.18 -1.34 -2.32
F -0.99 0.44 -3.58
Cl -2.80 0.58 -1.70
H 0.33 0.61 0.52
H 1.10 -0.68 -0.37
H -0.79 -0.73 -0.17

Löwdin population analysis, charges in e, atoms 1 to 8:
1 C -0.19
2 O -0.16
3 C -0.87
4 F 0.06
5 F 0.13
6 Cl 0.75
7 H 0.10
8 H 0.09

[4]
Below is C3H3ClFN3 in the gas phase, with properties calculated with wB97M-V/def2-TZVPD.

As for the energy above the lowest of the compared OMol25 structures with the same formula, charge and spin: 9.06 kcal/mol. Its structure (SMILES) is [H]/N=C(\N)[C@](F)(Cl)C#N. The total charge is 0.

Element x y z (Å)
H -1.94 0.96 1.53
N -1.14 1.24 1.00
C -0.63 0.26 0.32
N -0.95 -1.03 0.13
C 0.71 0.57 -0.51
F 0.95 1.89 -0.45
Cl 0.72 0.08 -2.26
C 1.87 -0.23 0.04
N 2.77 -0.88 0.33
H -1.82 -1.30 0.51
H -0.53 -1.55 -0.63

Löwdin population analysis, charges in e, atoms 1 to 8:
1 H 0.04
2 N 0.15
3 C -0.46
4 N 0.14
5 C -0.74
6 F 0.01
7 Cl 0.70
8 C -0.22

[5]
Below is 13 unconnected molecules or ions with the total composition C38H69F2N27O19, with properties calculated with wB97M-V/def2-TZVPD.

The total charge is 0.

Element x y z (Å)
C -4.75 -0.76 1.91
C -4.29 -1.05 0.49
O -3.86 0.16 -0.23
C -2.54 0.22 -0.49
C -2.00 0.02 -1.70
C -2.82 -0.30 -2.92
C -2.95 -1.79 -3.23
C -3.26 -1.95 -4.72
O -4.11 -2.29 -2.52
C -0.54 0.15 -1.86
O 0.09 -0.56 -2.60
C 0.10 1.22 -1.02
C -0.46 1.44 0.23
C 0.03 2.41 1.08
N -0.66 2.58 2.35
C -1.28 3.85 2.41
O -1.65 4.42 1.45
F -1.46 4.33 3.61
C 0.04 2.21 3.50
O -0.47 2.07 4.55
F 1.33 1.96 3.35
C 1.11 3.20 0.67
C 1.68 4.34 1.49
C 1.15 5.65 0.96
N 0.76 6.55 1.76
C 1.68 2.94 -0.57
O 2.80 3.72 -0.98
C 2.46 4.58 -1.89
N 2.15 5.26 -2.75
C 1.21 1.96 -1.44
C 1.85 1.72 -2.76
C 3.16 1.25 -2.81
C 3.79 1.05 -4.03
C 3.12 1.29 -5.22
C 1.81 1.74 -5.17
C 1.18 1.95 -3.95
C -1.62 0.57 0.63
O -1.74 0.17 1.77
H -5.83 -0.69 1.99
H -4.37 -1.53 2.57
H -4.28 0.17 2.23
H -3.46 -1.75 0.47
H -5.10 -1.49 -0.08
H -3.80 0.17 -2.80
H -2.33 0.16 -3.77
H -2.08 -2.37 -2.95
H -2.37 -2.09 -5.32
H -3.97 -2.76 -4.87
H -3.77 -1.05 -5.07
H -4.82 -1.69 -2.81
H 2.76 4.32 1.46
H 1.35 4.31 2.52
H 1.08 5.76 -0.12
H 0.43 7.32 1.17
H 3.69 1.05 -1.89
H 4.80 0.69 -4.08
H 3.63 1.14 -6.16
H 1.30 1.93 -6.10
H 0.15 2.31 -3.94
C 1.31 8.17 5.83
O 1.11 8.22 7.03
N 2.37 8.78 5.23
N 0.47 7.50 4.98
H 2.54 8.74 4.25
H 3.02 9.28 5.82
H -0.33 7.05 5.39
H 0.61 7.45 3.99
C 0.84 -1.39 6.77
O 0.94 -2.50 7.25
N 0.94 -1.17 5.42
N 0.64 -0.27 7.53
H 0.86 -0.26 5.01
H 1.08 -1.96 4.83
H 0.56 -0.40 8.52
H 0.56 0.66 7.15
C -5.80 2.28 -4.08
O -5.64 1.08 -4.19
N -6.70 2.82 -3.20
N -5.10 3.19 -4.82
H -6.84 3.81 -3.09
H -7.23 2.18 -2.63
H -4.44 2.82 -5.48
H -5.22 4.18 -4.75
C -7.51 -3.83 -0.49
O -7.24 -2.93 0.28
N -8.64 -4.59 -0.37
N -6.69 -4.16 -1.54
H -8.88 -5.34 -0.99
H -9.26 -4.37 0.39
H -5.85 -3.61 -1.64
H -6.88 -4.89 -2.19
C -3.96 0.60 6.22
O -4.83 -0.23 6.36
N -3.84 1.69 7.05
N -3.01 0.53 5.24
H -3.13 2.39 6.95
H -4.52 1.78 7.78
H -3.06 -0.26 4.61
H -2.28 1.21 5.12
C -0.30 -4.32 -5.05
O -1.44 -4.34 -5.52
N 0.02 -4.94 -3.88
N 0.73 -3.67 -5.66
H 0.94 -4.97 -3.48
H -0.73 -5.41 -3.39
H 0.53 -3.21 -6.52
H 1.67 -3.65 -5.30
C 3.29 -5.48 -7.28
O 3.51 -4.46 -6.64
N 2.16 -6.23 -7.11
N 4.17 -5.95 -8.22
H 1.97 -7.06 -7.63
H 1.49 -5.90 -6.44
H 5.02 -5.44 -8.37
H 4.00 -6.78 -8.75
C 4.68 -0.05 10.16
O 5.65 -0.12 10.89
N 4.56 0.90 9.17
N 3.62 -0.91 10.26
H 3.77 0.97 8.56
H 5.32 1.55 9.07
H 3.66 -1.62 10.97
H 2.81 -0.87 9.66
C 5.89 8.95 5.76
O 5.06 9.45 6.51
N 6.06 7.60 5.67
N 6.71 9.71 4.97
H 6.74 7.17 5.06
H 5.47 7.03 6.24
H 6.61 10.70 5.02
H 7.40 9.32 4.35
C 8.23 -5.10 -7.88
O 7.12 -5.14 -8.39
N 8.51 -5.71 -6.69
N 9.27 -4.44 -8.47
H 9.41 -5.68 -6.26
H 7.76 -6.20 -6.24
H 9.10 -3.98 -9.34
H 10.19 -4.39 -8.07
C -3.11 -5.93 -1.69
O -2.12 -6.65 -1.58
N -3.53 -5.42 -2.88
N -3.85 -5.58 -0.60
H -4.33 -4.82 -2.97
H -3.01 -5.65 -3.71
H -3.54 -5.94 0.29
H -4.66 -4.99 -0.64
C 0.26 -5.07 0.81
O 0.13 -6.16 1.34
N 0.90 -4.03 1.44
N -0.23 -4.78 -0.43
H 1.02 -3.13 1.03
H 1.27 -4.21 2.36
H -0.72 -5.49 -0.96
H -0.13 -3.88 -0.85

Löwdin population analysis, charges in e, atoms 1 to 8:
1 C -0.05
2 C -0.18
3 O -0.02
4 C -0.17
5 C -0.04
6 C -0.07
7 C -0.36
8 C -0.03

[6]
Below is a molecular structure, C22H70BF4NO14V, with properties calculated with wB97M-V/def2-TZVPD.

The multiplicity is 4. As for the energy above the lowest of the compared OMol25 structures with the same formula, charge and spin: 0.00 kcal/mol. The total charge is +2.

Element x y z (Å)
V -3.79 -8.56 23.78
B -4.51 -11.14 23.49
F -4.95 -10.18 24.41
F -5.50 -11.38 22.69
F -3.49 -10.53 22.88
F -4.06 -12.21 24.22
C -6.50 -8.96 20.07
C -5.07 -8.86 19.51
C -5.28 -8.29 18.09
C -4.01 -7.79 17.39
C -3.54 -6.62 18.18
C -3.10 -7.07 19.62
N -4.15 -7.94 20.26
O -4.06 -8.06 21.66
C -2.61 -5.77 20.37
C -1.75 -7.85 19.52
C -4.51 -10.27 19.48
H -6.52 -9.31 21.11
H -7.13 -9.66 19.53
H -7.02 -8.00 20.13
H -6.02 -7.49 18.05
H -5.59 -9.05 17.37
H -4.21 -7.42 16.38
H -3.29 -8.61 17.44
H -4.35 -5.90 18.30
H -2.75 -6.20 17.58
H -1.79 -5.29 19.84
H -2.27 -6.03 21.37
H -3.42 -5.04 20.45
H -0.92 -7.40 18.98
H -1.80 -8.85 19.10
H -1.41 -8.13 20.52
H -3.49 -10.17 19.11
H -5.04 -10.87 18.75
H -4.61 -10.67 20.49
C -2.41 -2.67 17.14
O -3.17 -2.53 15.92
H -1.53 -3.30 17.04
H -2.03 -1.68 17.40
H -3.09 -3.28 17.74
H -4.12 -2.58 16.07
C -7.18 -5.30 19.76
O -6.28 -5.63 20.80
H -8.07 -5.93 19.79
H -7.50 -4.27 19.91
H -6.77 -5.39 18.75
H -5.86 -6.49 20.72
C -6.93 -13.72 17.88
O -7.05 -12.86 16.71
H -7.81 -14.35 17.95
H -6.09 -14.42 17.78
H -6.76 -13.21 18.83
H -7.49 -12.03 16.87
C -5.23 -2.06 20.94
O -6.23 -2.82 21.77
H -4.53 -2.79 20.53
H -5.68 -1.37 20.23
H -4.66 -1.42 21.61
H -6.37 -3.70 21.41
C -3.63 -5.28 23.47
O -3.09 -6.46 24.05
H -2.96 -4.69 22.85
H -4.56 -5.33 22.90
H -3.88 -4.58 24.28
H -2.47 -6.15 24.72
C -3.74 -13.45 20.28
O -3.08 -14.63 20.68
H -3.19 -12.87 19.54
H -4.75 -13.68 19.95
H -3.82 -12.82 21.17
H -3.53 -15.39 20.31
C -1.19 -8.11 14.88
O 0.03 -8.51 14.25
H -1.71 -7.38 14.25
H -1.83 -8.99 14.92
H -1.00 -7.70 15.87
H 0.75 -7.93 14.50
C -0.72 -11.26 20.98
O -0.63 -11.29 22.42
H -0.47 -10.31 20.53
H -0.41 -12.14 20.41
H -1.80 -11.24 20.82
H -0.75 -12.19 22.75
C -7.01 -7.93 23.41
O -5.79 -7.68 24.17
H -6.92 -7.28 22.54
H -7.12 -8.99 23.18
H -7.90 -7.68 23.99
H -6.12 -7.13 24.88
C 1.87 -7.44 19.89
O 3.26 -7.30 19.99
H 1.62 -7.88 18.92
H 1.43 -8.03 20.68
H 1.29 -6.61 19.49
H 3.53 -8.22 19.98
C -9.06 -9.27 16.54
O -8.70 -10.61 16.80
H -8.13 -8.73 16.40
H -9.63 -9.12 15.63
H -9.60 -8.90 17.42
H -9.34 -11.19 16.39
C -0.46 -7.95 23.41
O -1.59 -8.77 22.98
H -0.31 -7.13 22.70
H -0.53 -7.49 24.39
H 0.40 -8.58 23.62
H -1.20 -9.55 22.57
C -5.58 -5.07 15.70
O -5.72 -3.74 15.29
H -6.19 -5.72 15.08
H -4.56 -5.44 15.57
H -5.88 -5.26 16.73
H -5.33 -3.72 14.41

Löwdin population analysis, charges in e, atoms 1 to 8:
1 V 1.55
2 B -1.49
3 F 0.13
4 F 0.28
5 F 0.19
6 F 0.22
7 C 0.01
8 C -0.43

[7]
Below is 7 unconnected molecules or ions with the total composition C12H36N9O13P, with properties calculated with wB97M-V/def2-TZVPD.

Its structure (SMILES) is CN(C)P(=O)(N(C)C)N(C)C.C[N+](=O)[O-].C[N+](=O)[O-].C[N+](=O)[O-].C[N+](=O)[O-].C[N+](=O)[O-].C[N+](=O)[O-]. The total charge is 0.

Element x y z (Å)
C -5.36 1.13 -2.27
N -4.13 0.79 -1.56
C -2.98 0.94 -2.44
P -4.05 -0.40 -0.38
O -3.90 -1.79 -0.87
N -2.74 0.12 0.65
C -2.05 -0.91 1.48
C -2.42 1.50 0.86
N -5.48 -0.15 0.53
C -6.37 -1.29 0.84
C -5.72 1.13 1.30
H -6.20 1.28 -1.59
H -5.62 0.31 -2.95
H -5.21 2.01 -2.89
H -2.69 1.96 -2.69
H -3.22 0.39 -3.35
H -2.06 0.56 -1.98
H -2.61 -1.83 1.59
H -1.15 -1.27 0.97
H -1.77 -0.46 2.43
H -2.60 2.09 -0.04
H -2.97 1.86 1.73
H -1.39 1.73 1.14
H -7.26 -0.98 0.29
H -6.04 -2.24 0.43
H -6.63 -1.27 1.90
H -6.77 1.33 1.48
H -5.19 1.92 0.77
H -5.27 1.06 2.29
C 1.67 0.99 -0.60
N 1.79 0.82 0.90
O 2.61 0.07 1.29
O 1.20 1.71 1.55
H 2.64 0.84 -1.08
H 1.29 1.96 -0.91
H 1.00 0.14 -0.73
C 3.80 -2.57 2.58
N 4.89 -3.55 2.56
O 6.08 -3.10 2.42
O 4.59 -4.71 2.66
H 3.70 -2.25 3.62
H 2.81 -2.97 2.36
H 4.02 -1.80 1.84
C -1.35 -3.65 -1.50
N -1.26 -2.44 -2.42
O -1.77 -2.51 -3.48
O -0.64 -1.42 -1.93
H -2.26 -4.20 -1.75
H -1.28 -3.41 -0.44
H -0.49 -4.29 -1.66
C 6.37 0.61 0.05
N 6.30 0.95 1.49
O 7.13 1.81 1.86
O 5.43 0.52 2.24
H 7.10 -0.19 -0.05
H 6.69 1.52 -0.47
H 5.37 0.41 -0.34
C 1.65 -0.65 -4.57
N 2.24 0.72 -4.64
O 3.35 0.82 -5.11
O 1.55 1.61 -4.16
H 1.30 -0.76 -3.54
H 2.45 -1.36 -4.80
H 0.87 -0.75 -5.32
C 3.58 3.00 3.12
N 4.86 3.22 3.91
O 5.20 4.40 4.10
O 5.41 2.22 4.33
H 2.97 2.47 3.86
H 3.81 2.29 2.33
H 3.18 3.95 2.76

Löwdin population analysis, charges in e, atoms 1 to 8:
1 C -0.10
2 N -0.32
3 C -0.12
4 P 0.58
5 O -0.29
6 N -0.29
7 C -0.09
8 C -0.14

no.,strongest force on any atom (Eh/bohr),E_tot (a.u.)
1,0.0833,-951.3316
2,0.0255,-3648.5952
3,0.1115,-813.1256
4,0.0565,-840.4079
5,0.0511,-4597.5939
6,0.1067,-3355.8997
7,0.1043,-2290.5160